No. 1
ORCA calculation (ωB97M-V/def2-TZVPD) on a cluster of 8 separate species, H16O8 in total in a non-equilibrium geometry.

The value obtained for the HOMO energy is -10.7 eV. As for the SMILES: O.O.O.O.O.O.O.O. The value obtained for the LUMO energy is -0.196 eV. The HOMO-LUMO gap is 0.385 hartree. The total charge is 0.

Last column: Löwdin charge in e.
Positions of all 24 atoms, in Å:
H  -1.36  0.23  -0.55  0.046
H  -1.01  -1.02  -1.24  0.005
H  -0.29  1.11  3.98  -0.021
H  -1.15  -0.14  3.92  0.010
H  0.77  2.37  -1.41  -0.044
H  -0.41  3.16  -1.15  0.057
H  3.55  2.25  0.36  0.004
H  2.54  1.93  -0.82  0.042
H  0.68  -4.26  -3.15  0.080
H  2.19  -4.71  -3.08  -0.002
H  -2.94  -2.13  0.49  -0.001
H  -3.92  -2.19  1.50  0.057
H  3.20  -1.11  -2.04  0.097
H  2.57  0.00  -2.74  0.003
H  -3.33  1.46  3.23  0.061
H  -2.39  2.22  2.23  0.011
O  -0.58  -0.26  -0.90  -0.044
O  -0.62  0.41  4.47  -0.030
O  0.51  3.24  -1.45  -0.021
O  3.51  1.99  -0.53  -0.067
O  1.60  -4.18  -3.57  -0.078
O  -3.06  -1.74  1.34  -0.051
O  2.40  -0.47  -1.96  -0.080
O  -2.45  1.85  3.08  -0.036

No. 2
ORCA calculation (ωB97M-V/def2-TZVPD) on a cluster of 5 separate species, C10H19B2Cl8FN2O7 in total in a non-equilibrium geometry.

The value obtained for the HOMO energy is -10.5 eV. As for the SMILES: O=NOB(OB(O)O)C(=O)NC(=O)F.ClCCCl.ClCCCl.ClCCCl.ClCCCl. The value obtained for the LUMO energy is -1.411 eV. The HOMO-LUMO gap is 0.336 hartree. The total charge is 0.

Last column: Löwdin charge in e.
Positions of all 49 atoms, in Å:
O  -4.91  0.25  0.23  0.061
N  -4.02  1.12  0.25  0.037
O  -4.56  2.13  -0.45  0.040
B  -3.95  2.26  -1.79  -0.241
O  -4.33  1.52  -3.01  0.190
B  -3.70  0.18  -3.07  -0.516
O  -2.29  -0.14  -2.80  0.016
O  -4.59  -0.98  -3.42  0.072
C  -2.75  3.43  -1.93  -0.125
O  -3.05  4.63  -1.37  0.006
N  -1.41  3.20  -2.60  0.120
C  -0.27  3.28  -1.57  -0.129
O  -0.13  2.32  -0.62  0.005
F  0.71  4.42  -1.52  -0.011
H  -2.25  -0.95  -2.18  0.051
H  -5.44  -0.64  -3.83  0.119
H  -1.38  2.29  -3.10  0.128
Cl  3.43  6.22  3.23  0.533
C  3.17  5.43  1.65  -0.667
C  2.79  3.97  1.80  -0.672
Cl  4.15  2.98  2.41  0.532
H  4.08  5.56  1.06  0.071
H  2.36  5.98  1.16  0.071
H  2.52  3.56  0.82  0.058
H  1.94  3.83  2.48  0.072
Cl  -0.85  -1.01  -0.15  0.605
C  0.42  -1.20  1.09  -0.691
C  1.67  -0.40  0.75  -0.674
Cl  2.54  -1.07  -0.66  0.547
H  0.64  -2.26  1.19  0.028
H  0.00  -0.84  2.03  0.043
H  2.37  -0.44  1.60  0.026
H  1.44  0.65  0.55  0.046
Cl  2.26  -2.42  3.33  0.634
C  1.68  -3.06  4.89  -0.634
C  0.23  -3.52  4.82  -0.652
Cl  -0.90  -2.15  4.62  0.557
H  1.82  -2.28  5.65  0.073
H  2.32  -3.91  5.14  0.074
H  -0.05  -4.02  5.75  0.073
H  0.06  -4.21  3.99  0.073
Cl  0.76  -4.82  -1.30  0.532
C  1.04  -4.94  -3.05  -0.662
C  1.18  -3.58  -3.71  -0.655
Cl  -0.36  -2.68  -3.72  0.568
H  0.22  -5.52  -3.49  0.069
H  1.97  -5.51  -3.19  0.072
H  1.48  -3.70  -4.76  0.073
H  1.93  -2.96  -3.21  0.053

No. 3
ORCA calculation (ωB97M-V/def2-TZVPD) on a cluster of 2 separate species, H3NOP2 in total in a non-equilibrium geometry.

The value obtained for the HOMO energy (alpha / beta) is -8.8 / -8.7 eV. The value obtained for the LUMO energy (alpha / beta) is -1.283 / -1.131 eV. The HOMO-LUMO gap (alpha / beta) is 0.278 / 0.278 hartree. The total charge is 0.

Last column: Löwdin charge in e.
Positions of all 7 atoms, in Å:
N  -1.15  0.74  -0.55  -0.536
O  -2.05  1.05  -1.29  -0.086
P  0.69  -1.07  1.00  0.481
P  0.40  0.41  -0.62  0.487
H  1.16  -0.16  1.88  -0.227
H  -0.61  -0.71  1.68  -0.097
H  1.56  -0.26  -2.10  -0.021

No. 4
ORCA calculation (ωB97M-V/def2-TZVPD) on the ion C14H23N4 with charge +1.

The value obtained for the HOMO energy is -11.1 eV. As for the SMILES: CCC[N@@H+]1CCC[C@@H]2Cc3nc(N)ncc3C[C@H]21. The value obtained for the LUMO energy is -2.440 eV. The HOMO-LUMO gap is 0.320 hartree. The total charge is +1.

Last column: Löwdin charge in e.
Positions of all 41 atoms, in Å:
C  -0.11  4.33  0.67  -0.084
H  0.84  3.95  1.04  0.073
H  -0.91  4.03  1.34  0.086
C  -0.40  3.87  -0.76  -0.214
C  -0.74  2.38  -0.84  -0.121
H  -1.64  2.20  -0.26  0.144
H  -0.92  2.09  -1.87  0.134
N  0.33  1.51  -0.27  -0.052
H  0.54  1.92  0.64  0.156
C  1.59  1.55  -1.06  -0.101
C  1.42  0.92  -2.44  -0.137
C  0.56  -0.35  -2.39  -0.131
H  0.96  -1.10  -3.07  0.129
C  0.54  -0.91  -0.97  -0.273
C  -0.25  -2.22  -0.86  -0.067
C  -0.43  -2.64  0.57  -0.229
N  -0.78  -3.89  0.77  0.174
C  -0.97  -4.29  2.03  -0.445
N  -1.32  -5.57  2.23  0.168
H  -1.42  -6.18  1.45  0.109
H  -1.46  -5.90  3.17  0.110
N  -0.84  -3.51  3.11  0.130
C  -0.49  -2.26  2.90  -0.077
C  -0.27  -1.74  1.63  -0.147
C  0.14  -0.30  1.42  -0.084
C  -0.13  0.10  -0.02  -0.213
H  -1.20  0.07  -0.21  0.168
H  -0.42  0.33  2.12  0.132
H  1.21  -0.20  1.65  0.137
H  -0.39  -1.65  3.79  0.124
H  0.26  -3.02  -1.39  0.136
H  -1.23  -2.11  -1.32  0.140
H  1.56  -1.11  -0.64  0.163
H  -0.46  -0.14  -2.70  0.123
H  0.99  1.64  -3.14  0.116
H  2.42  0.68  -2.81  0.128
H  2.34  1.00  -0.49  0.142
H  1.93  2.58  -1.15  0.132
H  0.43  4.12  -1.41  0.110
H  -1.27  4.41  -1.13  0.126
H  -0.05  5.42  0.69  0.088